{
  "formula": "C8H20AsF6K2N4O16S2",
  "method": "the ωB97M-V functional and the def2-TZVPD basis",
  "homo_lumo_gap_ev": 6.95,
  "spin_multiplicity": 1,
  "total_energy_ev": -178775.615,
  "charge": 1,
  "symbols": ["K", "K", "As", "F", "F", "F", "F", "F", "F", "C", "N", "O", "O", "H", "H", "H", "C", "N", "O", "O", "H", "H", "H", "C", "N", "O", "O", "H", "H", "H", "C", "N", "O", "O", "H", "H", "H", "C", "C", "O", "S", "O", "O", "O", "H", "H", "H", "H", "C", "C", "O", "S", "O", "O", "O", "H", "H", "H", "H"],
  "positions_angstrom": [[2.642, -1.190, -1.339], [1.002, -3.617, 0.955], [0.376, -0.263, 0.468], [1.881, 0.047, 1.469], [1.015, -2.020, 0.349], [-1.040, -0.669, -0.529], [-0.131, 1.394, 0.684], [1.302, 0.201, -1.021], [-0.507, -0.688, 1.904], [-1.666, 1.521, 2.911], [-0.900, 1.875, 4.157], [-0.482, 0.981, 4.899], [-0.718, 3.051, 4.368], [-2.042, 2.358, 2.323], [-2.399, 0.766, 3.194], [-0.929, 0.946, 2.350], [2.814, 0.382, 3.448], [4.162, 1.010, 3.775], [5.167, 0.614, 3.272], [4.183, 1.958, 4.536], [2.153, 1.247, 3.501], [2.482, -0.309, 4.223], [2.725, -0.124, 2.486], [-2.632, -1.684, 1.249], [-1.806, -2.699, 0.568], [-2.091, -2.920, -0.612], [-0.838, -3.249, 1.145], [-2.258, -1.656, 2.272], [-3.662, -2.038, 1.199], [-2.402, -0.718, 0.799], [2.144, 2.276, 0.079], [3.014, 3.406, -0.218], [4.157, 3.492, 0.167], [2.472, 4.429, -0.653], [1.339, 2.651, 0.711], [2.684, 1.410, 0.462], [1.656, 2.104, -0.880], [-2.214, 1.619, -1.344], [-0.893, 1.341, -2.120], [-1.103, 1.414, -3.514], [-2.737, 1.405, -3.895], [-3.195, 0.014, -3.948], [-3.097, 2.353, -4.913], [-3.062, 2.124, -2.408], [-2.057, 2.326, -0.530], [-2.754, 0.827, -0.824], [-0.455, 0.383, -1.838], [-0.095, 2.021, -1.823], [-1.214, -2.798, -2.750], [-0.136, -2.541, -1.733], [1.077, -2.517, -2.361], [0.942, -2.856, -4.015], [1.875, -3.890, -4.455], [0.832, -1.676, -4.854], [-0.508, -3.556, -3.728], [-1.708, -1.921, -3.168], [-1.976, -3.362, -2.213], [-0.172, -3.386, -1.045], [-0.217, -1.598, -1.192]]
}



{
  "formula": "C3H4N2OS",
  "method": "the ωB97M-V functional and the def2-TZVPD basis",
  "homo_lumo_gap_ev": 8.42,
  "spin_multiplicity": 1,
  "e_above_lowest_kcal_mol": 82.7,
  "smiles": "Nn1ccc(=S)o1",
  "total_energy_ev": -19035.461,
  "charge": 0,
  "symbols": ["C", "C", "C", "H", "H", "H", "H", "N", "N", "O", "S"],
  "positions_angstrom": [[-0.370, 0.889, -0.158], [0.952, 1.104, 0.046], [1.616, -0.167, -0.099], [-2.453, -1.152, -0.297], [-1.677, -0.948, 1.264], [-1.199, 1.522, -0.189], [1.514, 2.058, 0.100], [-1.581, -1.116, 0.184], [-0.618, -0.464, -0.554], [0.652, -1.105, -0.248], [3.163, -0.622, -0.049]]
}



{
  "formula": "C22H24N2OS",
  "method": "the ωB97M-V functional and the def2-TZVPD basis",
  "homo_lumo_gap_ev": 8.16,
  "spin_multiplicity": 1,
  "e_above_lowest_kcal_mol": 0.0,
  "smiles": "CSc1ccc(C(=O)[C@@H]2CCCN(Cc3cc4ccccc4[nH]3)C2)cc1",
  "total_energy_ev": -39067.154,
  "charge": 0,
  "symbols": ["C", "H", "H", "H", "S", "C", "C", "C", "C", "C", "C", "H", "H", "C", "O", "C", "C", "N", "C", "C", "C", "H", "H", "H", "H", "H", "H", "C", "C", "C", "C", "C", "C", "C", "C", "C", "N", "H", "H", "H", "H", "H", "H", "H", "H", "H", "H", "H", "H", "H"],
  "positions_angstrom": [[-5.778, -2.941, 5.474], [-5.331, -3.804, 4.989], [-6.721, -3.223, 5.931], [-5.116, -2.520, 6.225], [-6.195, -1.678, 4.238], [-4.644, -1.229, 3.540], [-4.672, -0.231, 2.564], [-3.512, 0.185, 1.951], [-2.284, -0.384, 2.300], [-2.269, -1.369, 3.288], [-3.428, -1.797, 3.900], [-3.372, -2.567, 4.653], [-1.318, -1.801, 3.562], [-0.985, -0.004, 1.696], [0.063, -0.299, 2.232], [-1.025, 0.718, 0.362], [0.368, 1.214, -0.030], [0.291, 1.924, -1.293], [-0.127, 1.032, -2.358], [-1.531, 0.509, -2.064], [-1.548, -0.225, -0.729], [-2.556, -0.569, -0.493], [-0.896, -1.101, -0.782], [-1.848, -0.158, -2.867], [-2.221, 1.354, -2.024], [-0.136, 1.596, -3.295], [0.561, 0.175, -2.473], [1.510, 2.660, -1.607], [2.711, 1.802, -1.855], [3.587, 1.245, -0.968], [4.507, 0.457, -1.712], [5.606, -0.332, -1.373], [6.292, -0.974, -2.380], [5.907, -0.848, -3.718], [4.825, -0.077, -4.084], [4.130, 0.573, -3.072], [3.036, 1.388, -3.126], [2.553, 1.665, -3.963], [4.527, 0.020, -5.118], [6.472, -1.368, -4.479], [7.146, -1.589, -2.139], [5.907, -0.434, -0.341], [3.585, 1.382, 0.096], [1.302, 3.272, -2.492], [1.709, 3.330, -0.766], [0.736, 1.900, 0.735], [1.057, 0.355, -0.075], [-1.688, 1.584, 0.432], [-3.568, 0.970, 1.214], [-5.621, 0.211, 2.300]]
}



{
  "formula": "C35H42CrN8O2S",
  "method": "the ωB97M-V functional and the def2-TZVPD basis",
  "homo_lumo_gap_ev": [6.73, 6.58],
  "s2": 4.070,
  "spin_multiplicity": 4,
  "e_above_lowest_kcal_mol": 14.6,
  "total_energy_ev": -92243.123,
  "charge": 1,
  "symbols": ["Cr", "C", "C", "N", "O", "C", "C", "N", "O", "H", "H", "H", "H", "H", "H", "H", "C", "C", "C", "C", "C", "C", "C", "N", "C", "C", "C", "C", "C", "C", "C", "N", "C", "C", "C", "C", "H", "H", "H", "H", "H", "H", "H", "H", "H", "H", "H", "H", "H", "H", "H", "H", "H", "H", "H", "H", "H", "H", "H", "H", "S", "C", "N", "N", "C", "C", "C", "C", "C", "C", "N", "N", "C", "C", "C", "C", "C", "C", "H", "H", "H", "H", "H", "H", "H", "H", "H", "H", "H"],
  "positions_angstrom": [[0.485, 1.085, -1.286], [-1.991, 4.274, 0.174], [-1.064, 3.392, -0.592], [-1.110, 2.100, -0.473], [-2.015, 1.635, 0.485], [-0.070, 3.914, -1.489], [0.082, 5.358, -1.845], [0.744, 2.992, -2.000], [1.694, 3.308, -2.746], [-1.825, 4.135, 1.243], [-3.024, 3.986, -0.023], [-1.846, 5.319, -0.078], [-2.487, 0.918, 0.039], [-0.884, 5.838, -1.996], [0.660, 5.427, -2.764], [0.621, 5.916, -1.075], [3.342, 3.833, 4.485], [3.756, 2.428, 4.018], [5.262, 2.405, 3.719], [3.458, 1.429, 5.135], [2.998, 2.102, 2.740], [3.153, 2.897, 1.604], [2.458, 2.603, 0.452], [1.617, 1.566, 0.371], [1.472, 0.766, 1.439], [2.138, 1.014, 2.627], [0.591, -0.409, 1.228], [0.347, -1.359, 2.208], [-0.460, -2.458, 1.944], [-0.987, -2.548, 0.655], [-0.704, -1.573, -0.274], [0.064, -0.514, 0.000], [-0.768, -3.530, 2.979], [-0.259, -4.881, 2.453], [-2.289, -3.595, 3.183], [-0.101, -3.241, 4.324], [3.872, 4.084, 5.404], [2.270, 3.878, 4.687], [3.583, 4.593, 3.742], [5.817, 2.629, 4.631], [5.542, 3.145, 2.970], [5.576, 1.423, 3.362], [4.021, 1.710, 6.025], [3.760, 0.416, 4.863], [2.400, 1.423, 5.405], [3.819, 3.748, 1.604], [2.580, 3.195, -0.446], [1.995, 0.350, 3.464], [0.792, -1.238, 3.182], [-1.619, -3.376, 0.366], [-1.101, -1.635, -1.278], [-0.755, -5.165, 1.524], [-0.461, -5.660, 3.190], [0.816, -4.852, 2.272], [-2.813, -3.851, 2.262], [-2.678, -2.641, 3.544], [-2.525, -4.360, 3.923], [0.987, -3.222, 4.240], [-0.362, -4.030, 5.029], [-0.441, -2.295, 4.750], [2.276, -0.044, -2.237], [1.277, -1.040, -3.272], [1.858, -2.013, -3.946], [1.178, -2.916, -4.603], [-0.169, -3.351, -4.384], [-1.080, -3.301, -5.426], [-2.365, -3.787, -5.231], [-2.735, -4.310, -4.001], [-1.813, -4.354, -2.960], [-0.526, -3.880, -3.150], [-0.037, -0.772, -3.479], [-0.510, 0.230, -2.843], [-1.889, 0.476, -3.144], [-2.337, 1.783, -3.286], [-3.673, 2.021, -3.566], [-4.562, 0.962, -3.698], [-4.107, -0.343, -3.569], [-2.771, -0.590, -3.299], [1.779, -3.545, -5.113], [-0.782, -2.878, -6.377], [-3.079, -3.756, -6.043], [-3.736, -4.694, -3.855], [-2.093, -4.787, -2.008], [0.210, -3.929, -2.355], [-1.633, 2.601, -3.215], [-4.019, 3.038, -3.699], [-5.605, 1.155, -3.914], [-4.792, -1.172, -3.685], [-2.400, -1.605, -3.224]]
}



Number 1: largest force on an atom 19.20 eV Å⁻¹. Number 2: largest force on an atom 2.97 eV Å⁻¹. Number 3: largest force on an atom 0.67 eV Å⁻¹. Number 4: largest force on an atom 0.37 eV Å⁻¹.